ORCA calculation (ωB97M-V with the def2-TZVPD basis set) on a 9-piece molecular cluster, C63H142N8O14 overall in a non-equilibrium geometry.

```
227
Properties=species:S:1:pos:R:3:forces:R:3
C -24.220 17.407 -42.596 -2.59 -0.93 -3.44
C -23.026 17.111 -42.058 1.00 0.34 3.75
C -21.966 16.226 -42.743 4.80 1.30 3.08
O -20.725 16.063 -42.237 -4.59 0.57 -0.96
C -22.267 15.811 -43.983 -1.30 -0.74 -3.32
C -23.454 16.150 -44.712 -1.34 0.08 3.31
C -24.632 16.880 -43.812 1.14 1.10 -0.02
O -25.812 17.102 -44.222 0.29 -1.23 -0.91
O -23.763 15.845 -45.857 0.16 -0.17 -1.19
O -22.970 17.570 -40.877 2.25 -0.64 0.47
H -24.990 17.903 -42.023 0.38 0.00 0.16
H -21.516 15.251 -44.521 0.17 -0.03 -0.14
C -29.926 13.486 -47.152 -0.12 -1.27 -1.14
O -28.898 14.386 -46.736 -0.81 0.58 0.75
C -27.603 14.046 -47.151 -1.67 -1.67 -0.27
C -26.635 14.719 -46.292 0.38 1.54 1.69
N -27.014 14.654 -44.765 -0.37 -2.88 -1.59
H -26.471 15.407 -44.367 0.65 0.93 0.70
H -27.998 14.846 -44.639 -0.54 0.47 -0.50
C -26.781 13.301 -44.082 2.45 0.33 -0.90
C -26.440 13.440 -42.621 0.09 -0.86 -0.62
O -25.097 13.874 -42.359 -1.19 -0.59 0.77
C -24.839 13.600 -40.943 0.21 1.08 -1.01
H -30.745 13.913 -47.730 0.16 0.80 0.42
H -30.353 12.858 -46.370 0.18 0.49 0.54
H -29.528 12.760 -47.860 0.34 -0.06 -0.09
H -27.527 14.251 -48.219 0.67 0.16 -0.06
H -27.490 12.971 -47.006 0.16 -0.40 -0.26
H -26.618 15.799 -46.441 0.07 0.00 -0.13
H -25.617 14.344 -46.401 -0.13 0.07 0.18
H -25.915 12.876 -44.589 0.56 0.39 0.02
H -27.424 12.439 -44.255 -1.37 1.03 -0.10
H -26.542 12.406 -42.292 -0.13 -0.02 0.62
H -27.245 14.034 -42.190 0.26 0.27 0.68
H -25.002 12.560 -40.657 -0.15 -0.04 -0.21
H -25.484 14.278 -40.383 -0.08 -0.21 0.36
H -23.805 13.881 -40.745 0.00 -0.05 -0.16
C -21.074 18.522 -32.891 -2.22 0.23 -1.03
O -20.223 17.862 -33.787 1.87 -1.10 -0.67
C -20.514 17.493 -35.130 -0.84 0.11 2.00
C -21.664 16.430 -35.165 0.47 -0.09 -0.61
N -21.573 15.384 -36.277 0.41 1.65 1.00
H -20.825 14.751 -36.031 0.75 -0.38 -0.44
H -22.423 14.861 -36.126 -0.36 -0.45 -0.72
C -21.404 16.024 -37.637 -0.66 -1.00 0.34
C -21.252 14.881 -38.623 0.58 -0.36 0.30
O -19.945 14.324 -38.376 -1.22 0.32 -0.77
C -18.916 14.982 -39.095 0.53 -0.78 -0.99
H -21.836 19.017 -33.492 -0.23 0.69 -0.09
H -20.609 19.281 -32.262 0.52 -0.44 -0.21
H -21.684 17.832 -32.309 0.48 -0.26 0.43
H -19.578 17.085 -35.509 -0.01 -0.03 -0.06
H -20.802 18.384 -35.689 -0.08 0.09 -0.34
H -22.626 16.881 -35.408 -0.07 0.19 0.73
H -21.655 15.814 -34.266 -0.22 0.53 0.30
H -20.515 16.649 -37.551 -0.10 -0.10 -0.27
H -22.288 16.641 -37.798 0.00 0.03 -0.09
H -21.554 15.135 -39.640 1.02 0.58 -0.38
H -21.977 14.090 -38.428 0.00 -0.19 0.62
H -18.738 16.004 -38.758 0.23 -0.05 0.14
H -19.071 14.973 -40.174 -0.91 0.43 -0.15
H -18.042 14.331 -39.088 0.24 0.31 1.03
C -24.825 23.450 -38.412 0.30 0.78 -0.71
O -23.630 22.746 -38.611 1.26 -0.66 0.98
C -23.686 21.380 -38.810 0.35 0.54 -0.96
C -22.305 20.783 -38.564 0.33 0.03 -0.33
N -21.252 21.396 -39.538 -2.74 -1.46 -0.97
H -21.394 22.396 -39.522 0.32 0.72 0.07
H -20.316 21.135 -39.263 0.38 0.23 0.13
C -21.500 20.840 -40.997 1.11 0.26 0.64
C -20.339 21.292 -41.903 -0.98 -0.16 1.77
O -20.295 22.729 -41.782 0.70 -2.08 -0.57
C -19.628 23.332 -42.880 0.22 0.99 -2.19
H -25.346 23.563 -39.364 -0.33 -0.12 -0.11
H -24.409 24.428 -38.172 -0.91 0.12 0.56
H -25.471 22.975 -37.673 0.08 0.29 0.26
H -24.005 21.296 -39.849 0.15 -0.88 -0.48
H -24.442 20.815 -38.266 -0.04 0.21 0.75
H -22.397 19.703 -38.675 0.45 -0.08 -0.74
H -21.913 20.899 -37.553 -0.24 0.66 0.01
H -22.447 21.158 -41.435 -0.09 0.09 0.74
H -21.454 19.778 -40.757 -0.35 -0.21 -0.82
H -20.438 20.820 -42.881 -0.53 0.79 -0.48
H -19.530 20.682 -41.502 1.22 0.87 0.24
H -18.759 23.971 -42.729 -0.07 -0.18 1.20
H -20.303 23.955 -43.466 -0.48 0.20 0.48
H -19.287 22.658 -43.666 0.01 -0.80 0.41
C -25.218 22.707 -47.305 -0.75 0.41 -0.12
O -25.081 21.429 -46.769 -0.33 -1.15 1.62
C -25.211 20.308 -47.600 1.17 0.07 0.71
C -24.713 19.153 -46.688 -0.14 0.17 -0.94
N -24.348 17.914 -47.517 0.32 2.12 0.50
H -24.312 17.233 -46.772 1.13 -1.48 0.32
H -25.158 17.607 -48.036 -0.39 0.31 -0.47
C -23.179 17.970 -48.474 0.07 -0.55 -0.41
C -21.815 18.324 -47.924 0.57 1.17 1.79
O -21.795 19.699 -47.418 0.04 -1.23 -0.77
C -20.541 20.222 -46.922 -1.56 0.27 -0.07
H -26.273 22.833 -47.549 0.06 0.40 -0.68
H -24.527 22.855 -48.135 -0.20 0.19 -0.19
H -25.017 23.421 -46.506 0.27 -0.09 -0.08
H -24.521 20.509 -48.419 0.26 -0.66 -0.34
H -26.177 20.094 -48.057 -0.52 0.31 0.29
H -25.346 18.714 -45.916 -0.97 0.42 -0.34
H -23.902 19.540 -46.071 0.65 -0.31 -0.76
H -23.438 18.598 -49.326 -0.16 0.23 0.28
H -23.147 16.955 -48.868 0.28 -0.05 -0.06
H -21.000 18.114 -48.618 -0.34 0.37 -0.72
H -21.539 17.672 -47.095 -0.34 -0.29 0.44
H -19.816 20.407 -47.714 0.10 -0.32 0.10
H -20.183 19.656 -46.062 0.34 -0.44 -0.20
H -20.874 21.176 -46.512 0.34 0.19 -0.13
C -27.869 16.171 -40.453 -0.02 -0.88 -1.07
O -27.571 16.924 -39.340 1.48 0.52 1.88
C -26.165 17.029 -39.149 -0.17 2.22 1.37
C -25.898 18.316 -38.289 0.11 1.64 0.20
N -26.655 18.483 -36.960 -0.01 -1.99 -1.75
H -26.327 19.280 -36.432 -0.05 0.40 0.14
H -27.603 18.621 -37.279 -0.86 0.24 0.63
C -26.542 17.223 -36.185 -0.49 -0.06 1.71
C -27.398 17.276 -34.861 -1.60 0.49 -1.13
O -28.788 17.639 -35.165 2.81 1.06 1.43
C -29.557 16.681 -35.772 -0.97 -1.34 -1.65
H -28.843 16.516 -40.800 0.20 -0.26 -0.38
H -27.875 15.090 -40.316 -0.44 -0.16 0.69
H -27.022 16.277 -41.131 -0.36 0.38 -0.97
H -25.668 17.207 -40.102 0.28 -0.05 -0.02
H -25.643 16.237 -38.613 -0.48 -0.70 -0.27
H -26.162 19.267 -38.751 -0.33 -0.33 -0.89
H -24.860 18.537 -38.038 0.31 -0.95 -0.12
H -25.476 17.174 -35.968 0.01 -0.43 0.22
H -26.836 16.409 -36.848 -0.12 0.10 0.23
H -27.038 18.052 -34.186 0.03 0.12 -0.15
H -27.378 16.341 -34.302 0.19 -0.23 -0.30
H -29.558 16.861 -36.847 -0.03 -0.09 -0.48
H -30.610 16.721 -35.493 0.20 0.24 0.50
H -29.215 15.653 -35.651 0.15 -0.09 0.42
C -29.380 17.978 -46.358 0.16 1.77 1.57
C -29.607 18.876 -45.051 1.69 -0.29 -0.24
C -28.317 18.850 -44.156 -1.80 0.73 1.32
N -28.433 19.795 -42.875 -0.61 -0.88 1.37
C -28.675 21.339 -43.178 0.88 -2.81 -0.25
C -27.396 21.783 -43.844 0.68 0.97 0.65
C -26.148 21.533 -42.970 -1.39 0.99 1.39
C -25.895 20.074 -42.593 0.34 0.24 -2.12
C -27.165 19.389 -42.040 0.25 2.47 -0.34
C -29.596 19.394 -41.970 -0.23 -0.27 -0.89
H -28.882 17.039 -46.118 -0.39 -0.16 0.04
H -28.677 18.572 -46.943 -0.14 -0.20 -0.49
H -30.332 17.854 -46.873 0.30 -0.17 -0.06
H -30.501 18.576 -44.504 0.21 -0.18 0.11
H -29.718 19.934 -45.291 -0.38 -0.16 -0.63
H -27.369 19.183 -44.578 -0.40 -0.37 -0.50
H -28.197 17.885 -43.663 0.20 -0.09 -0.41
H -29.572 21.292 -43.795 0.20 0.40 -0.16
H -28.970 21.755 -42.215 0.54 0.36 -0.10
H -27.200 21.301 -44.803 -0.47 0.17 -0.20
H -27.451 22.863 -43.976 -0.09 -0.01 -0.42
H -25.358 22.226 -43.260 0.70 -1.08 -0.93
H -26.295 22.039 -42.015 -0.79 0.12 0.55
H -25.584 19.549 -43.497 0.19 -0.20 0.03
H -25.014 20.099 -41.952 -0.34 -0.64 0.47
H -27.168 18.299 -42.000 0.20 0.27 -0.07
H -27.236 19.840 -41.050 -0.80 -0.28 0.22
H -30.562 19.561 -42.445 0.21 -0.02 -0.42
H -29.657 20.004 -41.069 0.63 -0.13 0.02
H -29.513 18.328 -41.762 0.02 0.16 0.19
C -23.082 8.590 -48.534 0.38 0.47 -0.60
C -22.690 10.026 -48.066 -0.34 -2.16 1.51
C -23.121 10.017 -46.558 -0.79 2.88 -1.55
N -22.686 11.324 -45.803 1.08 -0.33 -0.56
C -21.127 11.328 -45.838 -0.99 -0.05 1.84
C -20.534 12.310 -44.803 0.38 -0.19 -0.36
C -21.116 12.063 -43.405 -0.68 -0.29 -0.08
C -22.637 12.197 -43.419 -0.05 -0.09 -0.38
C -23.256 11.207 -44.392 0.70 -0.11 -0.25
C -23.153 12.634 -46.420 0.22 -1.71 1.06
H -24.138 8.323 -48.557 -0.26 0.62 0.46
H -22.606 7.840 -47.901 0.33 -0.10 -0.51
H -22.827 8.559 -49.593 0.50 -0.65 0.15
H -23.235 10.700 -48.728 0.05 0.47 0.57
H -21.611 10.167 -48.132 -0.14 -0.14 -0.45
H -22.864 9.194 -45.891 0.35 -0.07 -0.59
H -24.202 10.101 -46.667 -0.23 -0.21 0.71
H -20.896 10.322 -45.486 0.34 -0.09 -0.34
H -20.793 11.484 -46.864 -0.16 0.05 0.26
H -19.458 12.142 -44.847 0.09 -0.26 0.23
H -20.604 13.339 -45.157 -0.43 0.17 0.19
H -20.946 11.028 -43.107 0.33 -0.28 -0.22
H -20.744 12.610 -42.539 0.45 0.58 -0.56
H -22.989 11.997 -42.407 -0.31 -0.11 -0.12
H -23.015 13.179 -43.705 0.34 0.27 0.33
H -23.059 10.173 -44.112 -0.11 0.05 0.22
H -24.331 11.366 -44.479 0.00 -0.22 -0.11
H -22.767 12.708 -47.437 -0.35 0.06 0.11
H -22.741 13.391 -45.754 -0.35 0.26 -0.46
H -24.230 12.514 -46.301 -0.09 0.75 -0.63
C -16.403 19.360 -40.509 0.73 0.87 -0.75
C -16.794 18.161 -41.372 -1.43 0.04 0.63
C -16.216 17.958 -42.747 1.32 -0.56 0.58
N -16.919 16.897 -43.589 -1.01 0.14 -0.45
C -16.027 16.504 -44.784 -0.77 -2.16 0.31
C -16.609 15.262 -45.547 1.04 0.09 -0.61
C -17.205 14.070 -44.752 0.57 2.23 -1.52
C -18.148 14.687 -43.735 1.36 -1.91 0.35
C -17.370 15.592 -42.763 -1.57 1.34 -1.34
C -18.201 17.607 -44.192 1.89 -1.50 0.06
H -15.447 19.367 -39.987 0.00 -0.56 -0.07
H -17.186 19.571 -39.780 0.05 -0.16 0.04
H -16.336 20.224 -41.170 -0.14 0.31 0.05
H -17.863 18.345 -41.485 -0.40 -0.59 0.02
H -16.625 17.247 -40.803 -0.30 -0.07 0.02
H -15.221 17.592 -42.495 0.31 -0.16 -0.83
H -16.109 18.860 -43.351 -0.16 -0.07 0.00
H -15.079 16.138 -44.391 0.07 0.56 0.27
H -15.883 17.329 -45.480 -0.04 0.19 0.43
H -15.772 14.830 -46.095 0.41 0.27 0.04
H -17.243 15.512 -46.397 -0.52 0.51 0.36
H -16.367 13.489 -44.369 -0.39 -0.17 0.44
H -17.659 13.563 -45.604 -0.41 -0.72 0.64
H -18.530 13.837 -43.169 -0.43 0.32 0.48
H -18.990 15.200 -44.198 0.12 -0.02 0.25
H -16.553 15.183 -42.170 0.25 -0.05 -0.63
H -18.184 15.864 -42.091 0.40 0.83 0.28
H -17.787 18.441 -44.759 -0.32 0.70 0.92
H -18.862 17.676 -43.328 -0.31 0.66 -0.56
H -18.597 17.019 -45.019 -0.21 -0.46 0.57
```
Forces are in eV/Å.

Computed properties:
Multiplicity: 1
Total charge: +6
HOMO, eV: -18.731
Kohn-Sham gap, eV: 7.4
Electronic energy, hartree: -3974.3522